No. 1
DFT (wB97M-V/def2-TZVPD) results for C11H11CdN3O5 as an isolated structure in a non-equilibrium geometry.

Results
* max |F|: 4.16 eV Å⁻¹
* total energy: -30840.9907 eV
* charge: +2
* energy above the lowest of the compared OMol25 structures with the same formula, charge and spin: 0.0000 eV

XYZ file:
```
31
C11H11CdN3O5 wB97M-V/def2-TZVPD
Cd 0.226 0.150 0.019
O -0.260 0.255 3.513
C -0.152 0.184 2.384
C 0.471 0.010 -2.433
O 0.753 0.112 -3.525
C -1.653 1.731 -0.345
O -2.331 2.652 -0.402
C 1.663 -1.765 0.209
O 2.419 -2.611 0.297
C -1.995 -1.664 0.460
H -1.451 -2.342 1.130
H -2.655 -0.935 0.946
C -1.815 -1.691 -0.879
H -2.335 -0.998 -1.555
H -1.119 -2.395 -1.357
C 5.076 1.381 -1.858
N 3.951 1.907 -1.102
C 3.951 3.193 -0.655
C 2.905 3.700 0.068
C 1.821 2.852 0.354
N 1.840 1.609 -0.120
C 2.860 1.091 -0.890
O 2.765 -0.069 -1.370
N 0.731 3.244 1.055
H 5.507 0.517 -1.354
H 5.813 2.176 -1.915
H 4.768 1.095 -2.862
H 4.847 3.754 -0.911
H 2.889 4.714 0.431
H 0.763 4.158 1.467
H 0.121 2.563 1.504
```

=====

No. 2
DFT (wB97M-V/def2-TZVPD) results for one molecule with the formula C5H8N2 in a non-equilibrium geometry.

Results
* max |F|: 2.94 eV Å⁻¹
* total energy: -8290.3430 eV
* charge: 0
* energy above the lowest of the compared OMol25 structures with the same formula, charge and spin: 4.6533 eV

XYZ file:
```
15
C5H8N2 wB97M-V/def2-TZVPD
C -2.877 -0.255 0.165
C -0.808 1.329 -0.150
C -1.724 0.410 0.691
C 1.771 -1.293 -0.266
C 1.269 0.200 0.008
N -3.722 -0.942 -0.215
N 0.042 0.327 -0.639
H -1.388 1.975 -0.851
H -0.261 2.128 0.404
H -1.424 -0.158 1.629
H 2.884 -1.532 -0.034
H 1.353 -2.137 0.214
H 1.479 -1.482 -1.298
H 1.453 0.710 0.955
H 1.952 0.719 -0.611
```

=====

No. 3
DFT (wB97M-V/def2-TZVPD) results for a 2-piece molecular cluster, C5H9N3 overall in a non-equilibrium geometry.

Results
* max |F|: 5.01 eV Å⁻¹
* SMILES: [H]/N=C1/CC=CN1.C=N
* total energy: -9798.4184 eV
* charge: 0
* energy above the lowest of the compared OMol25 structures with the same formula, charge and spin: 3.0485 eV

XYZ file:
```
17
C5H9N3 wB97M-V/def2-TZVPD
C -1.609 0.996 -0.456
C -0.502 1.443 -1.056
C -1.271 0.568 0.934
C 0.232 1.002 1.072
C 0.460 -2.655 -0.847
N 0.532 1.454 -0.177
N 1.031 0.784 2.044
N 1.284 -1.700 -0.555
H -2.558 1.125 -0.811
H -0.453 2.045 -2.043
H 0.828 -3.688 -0.859
H -2.007 1.109 1.604
H -0.594 -2.709 -0.462
H 1.532 1.702 -0.511
H 2.019 0.986 1.969
H 2.259 -1.927 -0.737
H -1.183 -0.533 0.890
```

=====

No. 4
DFT (wB97M-V/def2-TZVPD) results for C52H32N5O4SSe2Te2Y as an isolated structure in a non-equilibrium geometry.

Results
* max |F|: 2.64 eV Å⁻¹
* total energy: -227247.9937 eV
* charge: -2
* energy above the lowest of the compared OMol25 structures with the same formula, charge and spin: 1.4561 eV

XYZ file:
```
99
C52H32N5O4SSe2Te2Y wB97M-V/def2-TZVPD
Y 0.594 -0.240 -0.338
C -2.976 5.930 2.937
C -3.674 4.759 3.210
C -3.236 3.551 2.681
C -2.095 3.495 1.882
C -1.403 4.673 1.614
C -1.843 5.884 2.136
C -1.635 2.194 1.293
C -1.821 2.011 -0.074
C -2.461 2.979 -0.943
C -2.452 2.450 -2.181
C -1.809 1.156 -2.077
N -1.452 0.909 -0.791
C -1.615 0.295 -3.161
C -1.063 -0.986 -3.094
C -0.960 -1.890 -4.218
C -0.391 -3.025 -3.754
C -0.133 -2.821 -2.347
C 0.396 -3.775 -1.487
C 0.890 -5.053 -2.091
C 2.200 -5.131 -2.559
C 2.680 -6.311 -3.114
C 1.856 -7.426 -3.209
C 0.548 -7.355 -2.745
C 0.071 -6.174 -2.189
C 0.485 -3.627 -0.097
N 0.154 -2.516 0.607
C 0.330 -2.832 1.921
C 0.132 -1.973 3.006
C 0.312 -2.544 4.384
C -0.665 -3.378 4.924
C -0.523 -3.912 6.198
C 0.609 -3.619 6.950
C 1.588 -2.790 6.417
C 1.440 -2.249 5.145
C -0.276 -0.637 2.928
C -0.563 0.194 4.072
C -1.045 1.364 3.593
C -1.079 1.238 2.155
N -0.553 0.038 1.776
C 0.815 -4.192 2.050
C 0.926 -4.682 0.798
N -0.538 -1.571 -1.977
C -1.993 0.816 -4.514
C -1.173 1.748 -5.147
C -1.506 2.239 -6.404
C -2.663 1.808 -7.042
C -3.488 0.884 -6.414
C -3.153 0.394 -5.157
H -3.320 6.874 3.344
H -4.566 4.786 3.825
H -3.781 2.636 2.883
H -0.530 4.659 0.975
H -1.294 6.786 1.893
H -2.848 3.937 -0.635
H -2.841 2.885 -3.088
H -1.290 -1.679 -5.223
H -0.167 -3.928 -4.302
H 2.837 -4.258 -2.471
H 3.703 -6.358 -3.468
H 2.232 -8.347 -3.638
H -0.102 -8.219 -2.815
H -0.947 -6.110 -1.822
H -1.542 -3.607 4.329
H -1.294 -4.557 6.604
H 0.728 -4.038 7.942
H 2.483 -2.568 6.986
H 2.218 -1.624 4.721
H -0.425 -0.093 5.102
H -1.375 2.224 4.153
H 1.069 -4.678 2.979
H 1.269 -5.659 0.495
H -0.276 2.085 -4.639
H -0.856 2.961 -6.884
H -2.921 2.192 -8.021
H -4.396 0.546 -6.900
H -3.793 -0.325 -4.660
Se 2.662 -0.852 1.216
Te 4.565 -1.524 2.728
Te 5.673 0.053 -1.331
Se 3.281 0.436 -0.675
O 1.919 -0.584 -3.279
C 2.277 -1.228 -2.415
O 2.574 5.681 -0.832
S 1.175 5.619 -1.766
O 0.175 6.317 -0.934
N 0.857 4.061 -1.840
C 1.179 3.202 -0.863
O 0.898 1.990 -0.971
C 1.906 3.678 0.333
C 1.983 2.920 1.502
C 2.813 3.290 2.539
C 3.585 4.448 2.417
C 3.483 5.245 1.292
C 2.634 4.861 0.259
H 1.380 2.026 1.601
H 2.892 2.660 3.415
H 4.275 4.726 3.205
H 4.056 6.156 1.181
```